# C18H18IOPm

A molecular structure, C18H18IOPm at a distorted geometry (ωB97M-V/def2-TZVPD, the OMol25 dataset).

XYZ file:
```
39
Properties=species:S:1:pos:R:3:forces:R:3
C 0.252 -1.402 4.015 0.1992 0.2473 0.3564
C 1.466 -0.685 3.796 -0.6016 0.4676 -0.0199
C 1.125 0.588 3.239 -0.6242 -0.4797 -0.1212
H 2.453 -1.024 4.108 -0.2578 -0.1199 -0.1721
C -0.298 0.639 3.097 0.4431 -0.3105 -0.0155
C -0.834 -0.589 3.590 0.1590 0.2985 -0.0368
H -1.897 -0.828 3.639 0.3324 -0.0300 0.0497
H 0.214 -2.380 4.500 0.0794 0.3551 -0.2174
H 1.799 1.400 2.979 -0.0493 -0.2511 0.0792
H -0.859 1.446 2.638 0.0238 -0.0227 0.2510
C 1.342 -3.547 0.196 -0.7999 0.1992 0.2687
C 1.284 -3.791 1.600 -0.3290 -0.1065 -0.4460
C -0.090 -3.787 1.986 0.1676 -0.2071 -0.2471
H 2.127 -4.007 2.254 -0.2049 0.0447 0.0853
C -0.876 -3.502 0.834 0.1460 -0.0737 -0.0779
C 0.006 -3.360 -0.279 0.2859 0.2394 0.3332
H -0.267 -3.114 -1.305 -0.0181 -0.1885 0.2991
H 2.224 -3.560 -0.440 -0.1065 0.1020 0.2640
H -0.475 -4.050 2.971 0.2444 0.1933 -0.2979
H -1.965 -3.416 0.811 0.3768 -0.1253 -0.0405
Pm 0.377 -1.285 1.415 0.5267 0.0446 -0.5217
O -0.064 0.908 -0.792 0.2646 1.3703 -0.2395
C 1.041 1.865 -0.920 -1.5394 0.3247 -0.0401
C -0.359 2.330 -1.215 1.2330 -0.8595 0.7859
H 1.467 2.204 0.029 0.1437 -0.3317 -0.3098
H 1.692 1.687 -1.789 -0.2159 0.0884 0.5943
H -0.914 2.931 -0.480 0.4706 -0.5368 -0.0261
H -1.749 4.457 -2.086 0.1091 -0.2006 -0.5224
C -1.464 3.798 -2.919 0.5740 -0.8945 0.5901
C -0.748 2.606 -2.607 -0.6554 0.0593 -1.5139
C -0.399 1.717 -3.648 -0.3981 0.5309 0.3168
H 0.112 0.782 -3.389 -0.2184 0.4055 -0.2620
C -0.768 2.015 -4.965 -0.0658 0.1588 0.1502
H -0.523 1.298 -5.755 -0.1109 0.3437 0.2306
C -1.453 3.206 -5.269 0.1963 -0.1680 0.6695
H -1.736 3.423 -6.297 0.0879 -0.0308 0.2232
C -1.787 4.103 -4.238 0.0911 -0.2853 -0.2582
H -2.314 5.037 -4.463 0.1879 -0.4297 0.0604
I 2.861 -4.117 5.160 -0.1472 0.1786 -0.2216
```
Positions in Å, forces in eV/Å.

Results
Multiplicity = 5
HOMO energy (alpha / beta) = -6.13 / -6.13 eV
⟨S²⟩ = 6.0098
Electronic energy = -45658.641 eV
F_max = 0.03298 hartree/bohr

These are the natural (NBO) partial charges, in e, on atoms 1 to 5:
1. C -0.32
2. C -0.33
3. C -0.35
4. H 0.29
5. C -0.37

---

# C7H16Si2

2 unconnected molecules or ions with the total composition C7H16Si2 at a distorted geometry (ωB97M-V/def2-TZVPD, the OMol25 dataset).

XYZ file:
```
25
Properties=species:S:1:pos:R:3:forces:R:3
C 3.183 1.513 -0.969 -0.1128 0.2305 -0.0177
C 2.215 1.059 -0.358 2.1591 1.3529 -1.0493
C 1.449 -0.435 2.213 1.0452 0.3983 0.7149
C 1.858 -1.990 -1.189 -2.4684 1.3508 0.6342
C -1.744 -0.939 -1.328 -0.6893 0.2548 0.1642
C -1.433 2.197 -0.665 3.1968 -0.2220 -0.3877
C -2.428 0.068 1.416 0.6261 0.6620 1.6249
Si 0.962 0.073 0.485 1.3536 -2.8970 -1.5832
Si -1.228 0.408 -0.016 -2.6382 -0.1909 -1.1073
H 4.062 1.948 -1.547 -1.8436 -0.9105 1.2170
H 1.066 -1.420 2.567 -0.0239 0.9060 -0.2923
H 2.571 -0.516 2.208 -0.9711 0.0827 0.0727
H 1.191 0.412 2.916 0.1453 -1.0615 -0.4782
H 2.655 -2.299 -0.535 0.4936 0.0120 -0.3892
H 1.041 -2.710 -1.266 0.1433 -0.1645 0.6256
H 1.958 -1.656 -2.239 0.8113 0.4231 0.9789
H -2.483 -1.674 -0.832 1.3851 0.9785 -0.7836
H -2.295 -0.464 -2.198 0.7232 -0.5375 0.9075
H -0.808 -1.425 -1.675 -0.8697 -0.0010 0.0319
H -1.496 2.898 0.170 -0.2137 0.0033 -0.0314
H -0.312 2.348 -1.052 -2.2961 0.0831 0.4056
H -2.107 2.479 -1.475 -0.0480 -0.3384 0.2009
H -3.521 0.176 1.158 1.2187 -0.5642 0.1753
H -2.122 -0.858 1.974 -0.8426 0.3003 -0.9017
H -2.233 0.808 2.239 -0.2840 -0.1508 -0.7321
```
Positions in Å, forces in eV/Å.

Results
Energy above the lowest of the compared OMol25 structures with the same formula, charge and spin = 54.7 kcal/mol
HOMO energy = -7.63 eV
Electronic energy = -23269.782 eV
F_max = 0.06939 hartree/bohr

These are the natural (NBO) partial charges, in e, on atoms 1 to 5:
1. C -0.19
2. C -0.54
3. C -1.14
4. C -0.82
5. C -1.08

---

# C2H8N2S2

2 unconnected molecules or ions with the total composition C2H8N2S2 at a distorted geometry (ωB97M-V/def2-TZVPD, the OMol25 dataset).

XYZ file:
```
14
Properties=species:S:1:pos:R:3:forces:R:3
S -2.196 1.437 -2.522 0.1330 -1.2863 0.7976
S -3.147 -0.144 -1.464 0.0821 0.4362 -0.8619
H -0.987 0.823 -2.383 -0.2987 0.5460 -0.2124
H -3.221 0.406 -0.258 0.0950 0.2940 0.2861
C -0.020 0.915 0.855 0.7406 0.1619 0.2434
N 1.373 -1.373 -0.104 -0.3517 -1.7189 1.2974
C 1.796 -0.685 1.099 -1.4766 2.2413 -1.0314
N 1.231 0.416 1.456 1.1287 -1.7039 0.7337
H 0.103 1.990 0.584 -0.0302 -0.8099 0.2901
H -0.806 0.841 1.631 0.3980 0.1045 -0.3479
H -0.310 0.345 -0.015 -0.2190 -0.1207 -0.2900
H 2.220 -1.438 -0.639 0.4478 -0.0702 -0.7199
H 1.266 -2.361 0.239 -0.1952 0.8935 -0.8052
H 2.697 -1.170 1.521 -0.4537 1.0324 0.6203
```
Positions in Å, forces in eV/Å.

Results
Energy above the lowest of the compared OMol25 structures with the same formula, charge and spin = 31.0 kcal/mol
HOMO energy = -9.46 eV
Electronic energy = -26853.099 eV
Structure (SMILES) = C/N=C\N.SS
F_max = 0.05592 hartree/bohr

These are the natural (NBO) partial charges, in e, on atoms 1 to 5:
1. S -0.13
2. S -0.13
3. H 0.14
4. H 0.12
5. C -0.45

---

# C7H10NOPS

A single C7H10NOPS molecule at a distorted geometry (ωB97M-V/def2-TZVPD, the OMol25 dataset).

XYZ file:
```
21
Properties=species:S:1:pos:R:3:forces:R:3
C -2.153 2.880 -1.523 0.1402 0.2468 -0.7041
C -1.599 2.376 -0.603 -1.4214 0.8429 -0.9169
C 0.266 2.118 0.819 -1.0017 4.5764 -0.7618
C 1.175 1.204 0.900 -3.6528 -3.1013 0.3265
C -1.261 1.899 0.651 3.2098 -1.2846 1.8758
C 1.154 -2.777 0.251 2.0975 -0.3574 1.5664
C 0.173 -1.428 -1.459 -1.0781 -0.2789 -0.8571
N 0.921 -1.445 -0.173 -2.4319 1.6123 -0.6844
O 0.583 -1.220 2.586 -1.1086 3.2822 -6.2620
P 0.308 -0.449 1.091 2.9757 -2.8647 5.6378
S -1.671 0.179 0.885 -0.1399 -1.0718 0.0733
H -2.543 3.352 -2.363 -0.4083 0.3603 -0.8441
H 0.451 3.278 0.716 0.0616 -2.3775 0.3373
H 2.183 1.211 0.999 2.7993 0.3893 0.1661
H -1.697 2.407 1.476 -0.7416 0.7729 0.4492
H 0.292 -3.361 0.468 -0.9992 -0.3310 0.5164
H 1.684 -3.338 -0.509 0.5133 0.1473 -0.1563
H 1.776 -2.579 1.151 -0.3608 -1.3723 -0.3638
H -0.965 -1.050 -1.349 2.5511 -1.1124 -0.3062
H 0.696 -0.709 -2.146 -0.6428 -0.8582 0.3247
H 0.226 -2.551 -1.869 -0.3612 2.7796 0.5833
```
Positions in Å, forces in eV/Å.

Results
Energy above the lowest of the compared OMol25 structures with the same formula, charge and spin = 95.4 kcal/mol
HOMO energy = -9.20 eV
Electronic energy = -31079.120 eV
Structure (SMILES) = C#C[C@@H]1C=C[P@](=O)(N(C)C)S1
F_max = 0.13917 hartree/bohr

These are the natural (NBO) partial charges, in e, on atoms 1 to 5:
1. C -0.15
2. C -0.05
3. C -0.11
4. C -0.50
5. C -0.47

---

# C17H20BrF9N2O3S

A single C17H20BrF9N2O3S molecule at a distorted geometry (ωB97M-V/def2-TZVPD, the OMol25 dataset).

XYZ file:
```
53
Properties=species:S:1:pos:R:3:forces:R:3
N -0.414 1.428 4.661 0.8797 3.0959 1.1674
C 0.071 2.652 4.689 -0.3251 -2.1135 -1.2434
C 0.673 3.180 3.297 -1.2982 0.8423 0.0446
C -0.231 2.632 2.112 0.8882 -1.6501 -1.4605
C 0.156 1.526 1.322 -1.1457 1.7215 0.5295
C 1.478 0.680 1.521 -0.0424 -0.3785 0.3563
C 2.573 0.865 0.367 -0.7625 0.2167 -1.0583
C 2.667 -0.380 -0.650 1.1053 0.8309 -0.6369
C 3.121 -1.749 0.044 -0.2083 0.8794 0.5606
C 2.212 -3.014 -0.286 -0.8813 0.7048 2.6385
F 0.866 -2.674 -0.608 3.1153 -0.8053 -0.0183
F 2.066 -3.694 0.979 0.3515 0.6718 -2.3649
C 2.847 -4.109 -1.241 -0.7681 -3.0942 2.6528
F 3.995 -4.662 -0.610 -2.3997 1.7962 -1.3215
F 1.930 -5.191 -1.324 2.0440 2.5445 0.1955
S 3.333 -3.604 -2.962 0.9929 -1.9404 -4.3297
F 4.652 -2.730 -2.472 -2.2898 -0.7930 -0.2554
F 2.327 -2.300 -3.030 1.6277 -1.7429 0.6117
F 2.118 -4.591 -3.583 1.6820 2.0991 0.6534
F 4.330 -4.966 -3.036 -1.3936 2.1276 0.1062
F 3.778 -3.281 -4.527 -0.6566 -0.2475 2.3237
C -0.838 1.121 0.143 0.2780 -0.9753 -0.7250
O -0.648 0.104 -0.550 -0.3043 2.6255 1.9269
C -2.094 2.026 -0.235 -0.8578 1.9934 0.6000
C -2.883 1.679 -1.573 0.3795 -0.1615 0.2947
C -4.294 0.965 -1.214 -0.1338 1.2970 -0.3646
O -4.228 0.438 0.147 -0.9446 0.6837 -0.9756
C -4.726 -0.150 -2.289 0.1006 0.1819 1.0937
N -4.285 -1.527 -1.876 -0.2629 1.2583 0.0168
C -2.486 3.117 0.585 2.3454 -2.6248 -0.8413
Br -4.041 4.254 0.188 1.5443 -1.0226 0.5740
C -1.601 3.391 1.862 -0.9674 1.5059 1.8774
O -1.983 4.209 2.735 1.2127 -2.3629 -2.7310
H -0.782 1.207 5.609 0.2701 0.0592 -0.6971
H 0.073 3.306 5.618 0.0885 -0.6658 -1.2770
H 1.769 2.923 3.161 -1.4684 0.0421 0.2164
H 0.610 4.327 3.247 0.0282 -1.6864 0.2626
H 1.166 -0.425 1.571 0.3652 1.5864 -0.0660
H 1.984 0.918 2.524 -1.1522 -0.2792 -1.4185
H 3.609 1.142 0.751 -1.4126 -0.5417 -0.2047
H 2.229 1.765 -0.263 0.6621 -1.2774 0.8178
H 3.504 -0.100 -1.391 -1.3116 -0.4032 0.9479
H 1.717 -0.438 -1.265 1.0526 -0.2198 1.0652
H 4.242 -1.936 -0.125 -1.8569 -0.0572 -0.0116
H 3.041 -1.564 1.177 -0.1205 -0.7129 -1.6707
H -3.067 2.665 -2.133 0.1331 -1.4139 0.8997
H -2.267 1.022 -2.286 -0.7256 0.8617 1.3846
H -5.069 1.816 -1.232 1.0390 -1.3259 -0.0047
H -4.883 0.957 0.657 0.6619 -0.5365 -0.2961
H -4.241 0.135 -3.277 -0.8814 -0.4151 1.0843
H -5.869 -0.139 -2.328 1.6190 -0.0522 -0.3247
H -3.323 -1.420 -1.519 -0.6142 -0.3679 -0.0950
H -4.881 -1.808 -1.081 0.7187 0.2419 -0.5098
```
Positions in Å, forces in eV/Å.

Results
HOMO energy = -9.29 eV
Electronic energy = -132404.012 eV
Structure (SMILES) = [H]/N=C/CC1=C(CCCCC(F)(F)C(F)(F)S(F)(F)(F)(F)F)C(=O)C(C[C@H](O)CN)=C(Br)C1=O
F_max = 0.09427 hartree/bohr

These are the natural (NBO) partial charges, in e, on atoms 1 to 5:
1. N -0.62
2. C 0.14
3. C -0.51
4. C -0.01
5. C -0.02